(1)
Computed, not measured: a structure of composition C36H39MgN3O2PS5Sb, with ωB97M-V/def2-TZVPD.

Frontier orbital gap (Eh): 0.1985
Total charge: -2
LUMO energy (eV): 3.96
Max |F| (eV/Å): 1.02
Molar mass (u): 883.10

Each line ends with the Löwdin charge.
Geometry (Å):
H -1.408 3.505 0.998  0.102
C -4.549 -2.643 3.876  -0.092
S 1.300 -0.277 3.630  -0.066
H -0.896 1.324 1.964  0.077
C 2.204 3.096 1.990  -0.007
H -2.164 0.420 -5.294  0.067
S 3.047 -3.613 4.052  -0.289
C -0.756 -3.178 -0.673  -0.163
H -2.392 0.514 3.418  0.096
S -0.447 -3.570 2.674  0.027
C -1.584 1.373 1.121  -0.144
N 1.114 2.324 -1.399  0.105
C -1.877 2.619 0.585  -0.089
C -2.745 2.721 -0.493  -0.109
C -2.131 0.191 0.616  -0.304
C -0.255 1.082 -4.515  -0.280
H -0.340 -4.408 -2.368  0.114
C 2.705 -4.185 -0.513  -0.068
Sb 1.002 -2.566 4.283  -0.190
C 2.784 -2.976 0.415  -0.275
C 3.940 -2.032 0.101  -0.370
O 1.588 0.937 0.384  -0.158
C 1.786 3.744 -4.183  -0.088
C 2.550 4.193 2.767  -0.075
H -4.120 0.460 5.146  0.096
H -0.344 3.552 -4.503  0.107
H 2.143 2.111 2.436  0.062
H 2.753 4.053 3.821  0.103
H 0.174 0.084 -4.433  0.067
C -3.090 -2.815 -0.251  -0.118
C 4.171 -1.018 1.215  -0.069
H 1.788 4.633 -0.986  0.094
H 2.514 3.450 -3.429  0.066
H 3.396 -0.244 1.230  0.038
H -4.484 -3.770 -1.567  0.098
C -3.013 0.324 -0.458  -0.102
C -3.005 -0.374 3.524  -0.077
H 2.907 6.309 2.802  0.090
C 0.605 1.379 -2.232  -0.690
O 1.313 -4.287 -0.852  -0.005
H -2.068 0.506 -3.524  0.042
N 1.451 -2.367 0.269  0.078
H 2.820 -0.852 -1.348  0.020
C -4.774 -1.530 4.675  -0.108
H 3.895 -2.035 -2.095  0.066
C 2.010 4.525 0.068  -0.038
H 2.052 3.266 -5.129  0.064
C -1.120 -3.953 -1.776  -0.024
C -3.439 -3.603 -1.335  -0.081
C 0.394 3.328 -3.727  -0.236
H 2.432 6.601 0.390  0.090
H -2.966 3.686 -0.932  0.089
P -1.410 -1.417 1.488  0.853
C -2.778 -1.482 2.717  -0.369
C -3.988 -0.402 4.504  -0.088
H 0.070 1.519 -5.465  0.109
H -3.456 -0.549 -0.917  0.081
H -5.536 -1.555 5.445  0.088
C -1.763 -2.560 0.092  -0.327
Mg 0.963 -0.618 1.277  0.137
H 3.006 -5.112 -0.027  0.132
H -3.872 -2.368 0.348  0.101
C 2.367 5.618 0.841  -0.103
H -2.226 1.990 -4.479  0.066
C 1.926 3.257 0.637  -0.119
N 0.297 1.902 -3.454  -0.146
C 2.635 5.454 2.195  -0.110
C -3.316 1.564 -1.006  -0.113
H 4.169 -1.494 2.197  0.046
S 0.043 -2.639 6.354  -0.367
C -3.544 -2.625 2.923  -0.144
H -3.988 1.622 -1.855  0.091
H 0.117 3.882 -2.832  0.102
H 3.265 -4.050 -1.442  0.115
C -2.444 -4.161 -2.118  -0.084
C 0.709 -3.174 -0.376  -0.368
H -5.128 -3.547 4.022  0.094
H -2.690 -4.769 -2.980  0.094
H 5.122 -0.501 1.058  0.080
C 1.515 2.056 -0.183  -0.441
C 3.796 -1.342 -1.256  -0.066
H 4.813 -2.698 0.069  0.138
H -3.322 -3.524 2.363  0.079
H 4.566 -0.577 -1.368  0.076
H 1.844 4.826 -4.319  0.065
S 0.286 -0.244 -1.905  0.800
C -1.774 0.996 -4.452  -0.090
H 2.857 -3.291 1.466  0.053

(2)
Computed, not measured: a structure of composition C23H29GeN3Pt, with ωB97M-V/def2-TZVPD.

Frontier orbital gap (Eh): 0.2585
LUMO energy (eV): 0.25
Max |F| (eV/Å): 0.42
Molar mass (u): 615.19

Each line ends with the Löwdin charge.
Geometry (Å):
H 0.400 -2.078 3.527  0.094
C 1.320 3.399 -0.594  -0.098
H -0.454 2.176 -0.692  0.039
H 2.434 -0.910 0.830  0.096
C 0.473 2.379 -0.167  -0.133
C 0.788 1.603 0.950  -0.273
C -2.191 0.319 0.925  -0.537
C -1.617 1.601 -3.974  -0.230
C 0.334 -0.079 6.261  -0.099
H 0.738 -2.168 5.963  0.098
C 2.836 2.885 1.198  -0.089
H -1.902 -1.035 -4.394  0.088
C 2.250 -2.891 0.031  -0.093
H -1.544 -2.469 0.571  0.073
C -0.191 1.172 4.269  -0.117
H -2.940 0.472 1.708  -0.073
N -2.464 1.589 -2.765  -0.095
H 2.247 1.294 2.507  0.100
H -2.010 0.863 -4.670  0.087
H 0.283 2.170 -3.150  0.101
H -0.108 2.026 6.239  0.098
H -3.381 -1.597 -2.733  0.077
H 1.781 -4.847 -0.723  0.098
H -2.280 2.398 -2.185  0.059
H 0.701 0.302 -2.038  0.098
H -1.443 -2.650 -3.922  0.114
H 0.330 -1.823 -2.478  0.110
H -0.444 2.122 3.803  0.103
H -1.661 2.562 -4.491  0.109
C -1.496 -1.617 -3.571  -0.230
H -0.656 -4.593 -0.348  0.098
H 0.486 -0.118 7.332  0.097
C 2.504 3.652 0.088  -0.097
N 0.001 0.180 -2.747  -0.093
C -0.142 1.293 -3.643  -0.211
C 0.020 -3.781 -0.101  -0.102
Pt -2.362 0.155 -0.890  0.779
C 0.280 -1.173 4.116  -0.106
C -0.482 -2.594 0.427  -0.145
C 0.002 1.125 5.646  -0.093
Ge -0.352 0.114 1.539  0.867
H 0.522 -1.314 -4.157  0.118
C -0.080 -1.162 -3.246  -0.218
C 1.983 1.871 1.626  -0.115
H 0.404 1.165 -4.591  0.117
H 3.757 3.077 1.736  0.100
H 1.052 4.001 -1.455  0.095
N -2.421 -1.497 -2.426  -0.108
C 1.388 -3.927 -0.307  -0.104
C 0.475 -1.228 5.492  -0.094
H 3.317 -3.002 -0.125  0.099
H -3.446 1.637 -3.006  0.073
H 3.164 4.445 -0.242  0.098
C 1.746 -1.711 0.573  -0.103
H -2.261 -2.261 -1.780  0.055
C 0.373 -1.541 0.771  -0.296
C -0.057 0.024 3.484  -0.284

(3)
Computed, not measured: a structure of composition C55H49AsBrF4IrN2O3P2, with ωB97M-V/def2-TZVPD.

Frontier orbital gap (spin up / spin down) (Eh): 0.3016 / 0.2621
Total charge: +1
LUMO energy (spin up / spin down) (eV): -2.25 / -3.33
Max |F| (eV/Å): 1.70
<S²>: 0.7590
Spin multiplicity: 2
Molar mass (u): 1270.99

Each line ends with the Löwdin charge.
Geometry (Å):
H 0.159 -4.306 -5.277  0.111
H 2.437 -1.142 -0.786  0.083
C 1.329 1.381 -3.077  -0.083
As -3.683 2.399 -3.425  1.312
Ir -0.185 -1.098 0.775  0.955
C -0.842 1.998 2.069  -0.511
C -1.888 3.064 1.986  0.043
P 0.440 -2.265 2.810  1.057
H 5.317 -2.423 2.170  0.112
C 1.063 -1.809 -3.179  -0.109
H -2.685 -1.128 -0.054  -0.052
C -1.111 -5.963 2.203  -0.052
H -1.240 1.753 -3.489  0.048
O 1.554 -3.113 -0.122  -0.193
C -2.187 2.787 -5.930  -0.118
H -0.209 -7.900 2.383  0.110
H -2.151 6.319 0.610  0.110
H -1.169 4.080 -2.901  0.107
C 0.694 1.228 -1.845  -0.341
Br -3.307 -1.214 2.281  0.746
H 3.716 2.301 2.393  0.124
H 0.300 2.154 0.039  0.073
C -0.916 -4.595 2.298  -0.083
H 1.208 0.642 -3.856  0.104
C 0.329 -4.082 2.657  -0.335
H 1.685 -0.931 5.164  0.109
C 4.820 -1.415 4.000  -0.066
H -2.326 -2.711 0.596  -0.025
F -3.160 0.137 5.631  0.094
C 3.461 1.554 1.653  -0.002
N 1.883 -0.044 0.858  0.010
C 2.240 0.903 1.741  -0.247
C -0.867 -2.442 6.707  -0.131
H -4.357 5.206 0.707  0.111
C -0.477 -1.979 4.361  -0.303
C -2.177 -1.649 0.747  -0.735
C -2.179 -0.773 5.598  -0.244
H -2.082 -6.349 1.923  0.114
H -2.863 2.592 2.100  0.106
C 1.189 -2.844 -4.094  -0.071
C 1.372 -4.959 2.944  -0.081
C -2.415 5.572 -0.128  -0.112
C -3.998 4.010 -1.039  -0.120
H -4.079 5.165 -4.438  0.102
H 2.826 4.382 -2.591  0.110
H 1.329 -5.181 -0.156  0.092
H -2.078 -3.642 -4.451  0.114
C -2.133 1.186 -3.222  -0.435
H -1.758 3.835 2.743  0.097
C 2.473 -1.260 4.498  -0.096
C 2.091 2.511 -3.340  -0.058
C 2.747 -0.353 -0.117  -0.135
C 0.060 -3.499 -4.563  -0.060
H -2.845 -0.064 -1.601  0.067
C 3.795 -1.001 4.835  -0.061
C -0.061 -6.831 2.462  -0.066
H -2.305 -1.829 -2.831  0.111
H 4.627 -0.038 -1.079  0.119
H -0.552 5.734 -1.188  0.103
C -3.653 4.951 -0.074  -0.104
F 0.788 -3.601 5.563  0.120
C 0.818 2.246 -0.903  -0.106
H 0.729 0.359 3.145  0.070
O -0.565 -3.548 -0.651  0.021
N 0.350 2.303 2.611  0.110
H 2.970 -2.865 1.564  0.093
C 4.341 1.241 0.633  -0.027
C -2.159 4.828 -7.204  -0.086
H 5.851 -1.219 4.267  0.110
H 2.947 -4.522 -0.542  0.096
C -1.760 3.511 -7.037  -0.085
C -2.036 0.637 -1.807  -0.379
C -3.424 4.694 -5.164  -0.123
C 3.202 -2.349 2.487  -0.106
H -2.120 1.441 -1.068  0.072
H -3.319 6.443 -6.395  0.106
H 2.566 2.619 -4.306  0.112
H -1.118 3.041 -7.771  0.104
C -1.866 4.310 -2.102  -0.106
H 1.993 -7.002 3.062  0.110
C -2.996 5.418 -6.266  -0.080
C 1.177 -6.327 2.837  -0.065
H 1.667 4.148 -0.411  0.110
C -0.194 -1.405 -2.735  -0.344
H -2.241 0.376 -3.943  0.059
C -1.319 -2.088 -3.195  -0.089
H 2.172 -3.137 -4.440  0.112
C -1.517 5.244 -1.138  -0.088
F -0.565 -3.122 7.809  0.140
P -0.423 -0.161 -1.430  1.023
H 1.896 1.531 3.751  0.135
H -1.827 5.391 -8.065  0.104
C 2.163 -1.939 3.324  -0.343
H -1.871 1.756 -5.824  0.091
H 2.332 -4.585 3.271  0.104
C -1.871 -1.481 6.748  -0.131
H -1.855 3.525 0.996  0.061
H 0.522 3.235 2.948  0.153
F -2.515 -1.259 7.884  0.152
C 4.521 -2.092 2.824  -0.059
C -3.013 3.376 -4.978  -0.426
C 1.583 3.371 -1.161  -0.076
C -1.468 -1.035 4.462  -0.016
C 0.222 -2.802 -0.125  -0.699
H 1.618 -4.425 -1.739  0.083
C 2.230 3.504 -2.381  -0.065
H 4.020 -0.488 5.761  0.111
H 1.960 -1.324 -2.814  0.096
H 5.297 1.742 0.556  0.120
C -1.194 -3.122 -4.107  -0.051
C -0.181 -2.683 5.531  -0.216
H -4.973 3.537 -1.003  0.095
H -1.740 -3.924 2.097  0.081
O -1.051 0.871 1.615  -0.136
C 3.975 0.260 -0.270  -0.020
C -3.115 3.690 -2.065  -0.423
C 1.875 -4.399 -0.681  -0.029
C 1.307 1.242 2.884  -0.107

(4)
Computed, not measured: a cluster of 35 separate species, H70O35 in total, with ωB97M-V/def2-TZVPD.

Frontier orbital gap (Eh): 0.3195
LUMO energy (eV): -1.01
Max |F| (eV/Å): 1.62
Molar mass (u): 630.53

Each line ends with the Löwdin charge.
Geometry (Å):
H 0.902 -5.282 -2.615  0.048
H -2.290 2.693 -4.229  0.090
H -1.588 0.332 -3.998  -0.020
O 3.496 -3.645 -2.094  -0.046
H 0.169 0.762 4.580  -0.025
H 2.349 2.278 3.520  0.031
O 0.365 0.169 0.025  -0.028
H -4.797 -1.537 -1.653  0.057
H 2.143 -0.986 -1.422  0.031
H -1.433 0.388 2.349  -0.003
H -1.559 -0.831 -2.433  -0.007
H 2.196 3.918 1.425  -0.015
O 1.682 4.231 2.170  -0.041
H -3.087 -0.406 1.168  0.003
O 1.747 1.862 -1.825  -0.043
H 2.474 -1.939 3.018  0.070
H 2.091 -1.169 -5.679  0.083
H 4.219 -3.217 -2.554  0.028
O 4.774 0.821 -2.090  -0.051
O 3.318 -3.811 1.458  -0.061
O -5.027 -1.074 -0.847  -0.033
H 2.420 -3.543 1.654  -0.015
H 1.256 -1.085 2.736  0.029
O 2.756 -1.003 -2.157  -0.038
O 1.760 -0.958 -4.806  -0.034
H 1.238 -4.608 -1.302  0.018
H 1.707 1.607 -3.841  0.001
H 1.619 -2.077 0.460  -0.002
O -4.749 2.120 3.257  -0.041
O 3.144 1.746 3.559  -0.026
O 0.383 -3.167 -4.108  -0.042
O -2.330 2.696 5.106  -0.068
H -1.840 2.881 4.305  -0.049
H -1.065 3.690 -0.257  0.036
H -1.944 -2.967 4.173  0.024
H 3.969 1.069 0.794  0.015
H 2.199 -1.089 -2.931  0.022
H -1.729 -3.065 1.788  0.018
H 1.247 1.129 -1.463  0.014
O -3.571 1.364 -1.672  -0.024
H 2.925 -2.926 -1.824  -0.027
O -1.682 -2.192 4.669  -0.023
O -3.775 4.849 0.167  -0.065
H 1.095 2.546 -1.976  0.009
H -1.321 3.116 2.041  -0.011
H 3.082 1.281 4.393  0.051
H -0.153 4.433 -2.576  0.090
O -1.621 3.292 0.412  -0.033
H -0.035 3.381 2.795  0.018
H -4.000 2.014 -1.116  0.071
H 1.028 -2.582 -4.506  -0.018
O -0.315 3.780 -1.895  -0.014
O -1.552 -1.068 -1.505  -0.030
H 1.239 -0.164 -4.932  0.024
O -3.915 -1.963 1.399  -0.028
H -1.655 -0.812 -4.988  0.083
H -0.816 3.093 -2.335  0.027
H -1.416 -4.545 1.741  0.064
O -0.923 3.041 2.909  -0.049
O -1.411 -0.605 -4.085  -0.039
H -4.113 -1.788 2.319  0.087
O -1.252 -3.722 1.281  -0.014
O 0.680 -5.285 -1.684  -0.036
H -4.554 -1.541 -0.159  -0.020
O -2.533 0.279 0.793  -0.047
H 4.081 3.461 0.058  0.071
H -1.762 -2.456 5.586  0.056
H -4.138 0.594 -1.621  0.025
H 5.102 -1.703 -0.641  0.028
O -1.934 1.922 -3.787  -0.031
O 1.457 1.923 -4.710  -0.034
H -1.063 -0.458 3.549  0.016
H 0.500 1.925 -4.698  0.013
O 4.727 -1.581 0.231  -0.037
H -3.216 4.080 0.282  -0.035
H -0.141 0.453 0.787  0.012
H -1.616 2.358 0.204  0.042
H 1.555 5.164 1.999  0.052
H -4.954 1.284 2.839  0.017
H -3.612 5.383 0.945  0.033
H 4.832 -0.647 0.410  -0.007
O 0.545 0.653 5.454  -0.049
H 5.314 0.045 -2.238  0.026
H 2.976 2.729 -0.674  0.007
H -1.840 -5.131 -0.462  -0.018
H -3.800 2.207 3.168  0.001
O 3.143 3.270 0.098  -0.036
O 1.861 -1.700 2.322  -0.035
H -0.216 -0.434 -0.438  -0.010
H 4.047 0.949 2.301  -0.013
H -4.264 -2.840 1.241  0.093
H -0.399 -2.626 -4.002  -0.001
H -2.448 1.848 -2.983  0.007
H 3.689 -3.073 0.975  -0.022
H 0.444 -3.031 0.450  0.007
H 0.189 1.382 5.961  0.035
O -0.730 0.238 2.982  -0.046
O 1.130 -2.670 -0.111  -0.047
H -1.155 -1.939 -1.483  0.062
O -1.914 -5.352 -1.391  -0.078
O 4.572 0.857 1.506  -0.051
H 3.889 0.547 -2.332  -0.021
H -1.014 -5.328 -1.715  -0.038
H -2.958 3.415 5.175  0.031
H -2.497 0.074 -0.141  0.000